[1]
ORCA calculation (ωB97M-V/def2-TZVPD) on a molecular structure, C19H28BiN4S2SbSe4.

- 2S+1 = 1
- orbital gap (alpha / beta) (eV) = 6.2 / 5.8
- energy above the lowest of the compared OMol25 structures with the same formula, charge and spin (eV) = 0.839
- HOMO (alpha / beta) (eV) = -7.9 / -7.9

Geometry (Å):
1 Bi 0.26724 0.93121 0.18709
2 C 1.42675 -1.59928 -1.83061
3 N 0.20635 -1.51403 -1.01440
4 C 0.31554 -2.44678 0.11952
5 C -0.64039 -2.10303 1.23906
6 N -0.30440 -0.84455 1.93129
7 C 0.93356 -0.99472 2.72262
8 C -1.37640 -0.40350 2.81018
9 C -2.16085 -1.32641 3.49284
10 C -3.15086 -0.91320 4.36813
11 C -3.36218 0.44063 4.57125
12 C -2.58370 1.36537 3.90098
13 C -1.58225 0.96205 3.01828
14 S -0.62093 2.22159 2.24410
15 C -0.99691 -1.72851 -1.78490
16 C -1.08648 -2.82055 -2.64505
17 C -2.21740 -3.04374 -3.40879
18 C -3.28441 -2.15985 -3.31361
19 C -3.20748 -1.07686 -2.45900
20 C -2.07067 -0.84478 -1.67846
21 S -2.15564 0.53497 -0.56785
22 H 1.70100 -2.63054 -2.07434
23 H 2.26521 -1.17150 -1.27876
24 H 1.28157 -1.04894 -2.75747
25 H 1.35565 -2.45637 0.45663
26 H 0.08127 -3.46646 -0.21436
27 H -0.62543 -2.93579 1.94950
28 H -1.65632 -2.00451 0.84900
29 H 0.82795 -1.81847 3.43488
30 H 1.11638 -0.06877 3.26281
31 H 1.78180 -1.19480 2.07219
32 H -2.00068 -2.38528 3.35150
33 H -3.75005 -1.64827 4.88757
34 H -4.13536 0.77911 5.24786
35 H -2.74619 2.42454 4.04957
36 H -0.25125 -3.50569 -2.71572
37 H -2.26410 -3.89662 -4.07213
38 H -4.17783 -2.31325 -3.90425
39 H -4.03886 -0.38833 -2.38042
40 N 1.76823 1.63129 -2.21355
41 C 2.42220 2.94812 -2.23219
42 C 1.43659 4.10856 -2.24998
43 C 0.64997 4.31185 -0.96444
44 N -0.33591 3.23794 -0.74522
45 H 2.50020 0.93539 -2.07925
46 H 1.35303 1.43457 -3.12049
47 H 3.09802 3.04870 -3.08880
48 H 3.04657 3.00177 -1.33650
49 H 0.72858 3.98097 -3.08015
50 H 1.98602 5.02707 -2.46359
51 H 0.14777 5.28269 -0.99494
52 H 1.33338 4.32573 -0.11121
53 H -0.82333 3.01468 -1.60827
54 H -1.04527 3.51715 -0.07286
55 Se 5.42842 0.35582 -1.26150
56 Sb 4.87041 -0.70279 0.89512
57 Se 3.95460 -2.90860 0.98040
58 Se 6.82389 -0.77780 2.44441
59 Se 3.54332 1.32082 1.23622

These are the natural (NBO) partial charges, in e, on atoms 1 to 6: 1.636 -0.416 -0.530 -0.259 -0.245 -0.542

[2]
ORCA calculation (ωB97M-V/def2-TZVPD) on a molecular structure, C19H28Br2N2O2P2Ti.

- 2S+1 = 3
- orbital gap (alpha / beta) (eV) = 5.1 / 6.8
- HOMO (alpha / beta) (eV) = -5.0 / -6.7
- ⟨S²⟩ = 2.037

Geometry (Å):
1 Ti -0.25493 -0.10905 0.16718
2 C 1.06225 3.33581 1.80412
3 P -0.18612 2.22331 1.03476
4 C -1.35901 3.46025 0.36473
5 C -1.07374 1.60746 2.53516
6 C -0.14505 0.71891 3.36803
7 P 0.75755 -0.78307 2.32511
8 C 2.16786 -0.62234 3.51915
9 C -0.34185 -2.10849 2.99624
10 H 0.62329 3.84469 2.66312
11 H 1.38983 4.07768 1.07567
12 H 1.93170 2.76359 2.12602
13 H -1.55765 4.22999 1.11153
14 H -2.29123 2.96468 0.10103
15 H -0.93656 3.92271 -0.52812
16 H -1.95389 1.05860 2.19093
17 H -1.42451 2.47415 3.10741
18 H -0.68551 0.36053 4.25128
19 H 0.66105 1.35939 3.74419
20 H 1.77464 -0.34756 4.49534
21 H 2.84164 0.16801 3.18220
22 H 2.74056 -1.54076 3.61442
23 H -0.81873 -1.78641 3.91802
24 H 0.23666 -3.01218 3.18513
25 H -1.12062 -2.33802 2.26554
26 C 2.54750 0.08219 -1.77620
27 C 1.23281 0.19763 -2.50279
28 C 1.12171 0.11275 -3.87315
29 C -0.11901 0.21877 -4.50751
30 C -1.28639 0.39032 -3.72304
31 C -2.59880 0.55102 -4.20437
32 Br -2.92448 0.52621 -6.07888
33 C -3.67496 0.75113 -3.36037
34 C -3.47992 0.74921 -1.99098
35 Br -4.93094 1.06064 -0.80739
36 C -2.21626 0.53622 -1.43047
37 O -1.99086 0.50389 -0.12204
38 C -1.11992 0.41391 -2.31664
39 N 0.12565 0.35156 -1.71482
40 H 2.85989 -0.96566 -1.71452
41 H 3.33744 0.63128 -2.28744
42 H 2.44595 0.47907 -0.76430
43 H 2.01896 -0.02136 -4.46441
44 H -0.19226 0.17978 -5.58398
45 H -4.66381 0.90857 -3.76604
46 N 0.09142 -3.51810 -1.70004
47 C 0.30508 -2.82529 -0.57671
48 O -0.43075 -1.84835 -0.33462
49 C 1.38867 -3.28407 0.34456
50 C 1.94251 -2.21968 1.30296
51 H -0.70962 -3.27849 -2.26448
52 H 0.53324 -4.40882 -1.84614
53 H 2.18458 -3.71820 -0.27093
54 H 0.96419 -4.10933 0.92720
55 H 2.66231 -1.59529 0.75653
56 H 2.53843 -2.77343 2.03283

These are the natural (NBO) partial charges, in e, on atoms 1 to 6: 1.386 -0.931 0.871 -0.924 -0.708 -0.764

[3]
ORCA calculation (ωB97M-V/def2-TZVPD) on 16 unconnected molecules or ions with the total composition C19H28Cl45N3PS.

- 2S+1 = 1
- orbital gap (eV) = 9.2
- HOMO (eV) = -11.9
- charge = +1

Geometry (Å):
1 N -0.68831 -5.39934 -0.38836
2 C -1.06871 -4.28209 -1.23694
3 C -1.43156 -3.11955 -0.31158
4 N -2.12710 -2.01693 -0.97303
5 C -3.29742 -2.42356 -1.77336
6 C -3.44322 -3.95079 -1.98903
7 P -4.46379 -4.69203 -0.61325
8 S -5.03587 -6.51134 -1.00630
9 N -2.16200 -4.65118 -2.20522
10 H 0.09936 -5.87951 -0.78630
11 H -1.44895 -6.05881 -0.29871
12 H -0.19328 -4.03688 -1.83295
13 H -0.47246 -2.72117 0.03916
14 H -1.93013 -3.50027 0.58905
15 H -2.49020 -1.40491 -0.26722
16 H -3.28796 -1.93722 -2.74860
17 H -4.20293 -2.09709 -1.25395
18 H -4.03206 -4.09442 -2.89381
19 H -5.60894 -3.85374 -0.53569
20 H -3.80532 -4.54216 0.63832
21 H -1.83688 -4.40426 -3.13182
22 H -2.30604 -5.66107 -2.24479
23 C 2.86406 -2.54381 0.58640
24 Cl 4.17275 -2.88896 -0.56246
25 Cl 2.21356 -0.91483 0.37247
26 Cl 1.55793 -3.72856 0.41476
27 H 3.25891 -2.61333 1.59315
28 C 2.69949 1.05034 3.86938
29 Cl 2.55533 2.72779 3.34084
30 Cl 1.14415 0.21366 3.74601
31 Cl 3.93882 0.20813 2.93290
32 H 3.00180 1.04634 4.90795
33 C 0.50036 -6.21930 -4.38410
34 Cl -1.25349 -6.52460 -4.40222
35 Cl 1.28099 -7.15363 -3.10580
36 Cl 1.20318 -6.59167 -5.95060
37 H 0.66216 -5.16748 -4.18193
38 C -2.06969 -0.24329 3.34611
39 Cl -1.58284 -1.43382 4.55786
40 Cl -3.55060 -0.77704 2.52683
41 Cl -2.33646 1.33339 4.08230
42 H -1.27711 -0.15890 2.61523
43 C -0.56686 2.84797 1.01900
44 Cl -0.80034 4.50086 0.44748
45 Cl -2.08440 1.93619 0.96935
46 Cl 0.70135 2.02527 0.09332
47 H -0.24843 2.90284 2.05459
48 C 7.58545 -2.48807 -2.47026
49 Cl 8.87489 -2.95406 -3.57845
50 Cl 7.05169 -0.83965 -2.80698
51 Cl 6.22800 -3.61108 -2.58909
52 H 7.97336 -2.52703 -1.46110
53 C 4.14345 5.80938 1.29812
54 Cl 2.43356 5.36707 1.42165
55 Cl 5.12975 4.86354 2.41855
56 Cl 4.70148 5.60261 -0.35936
57 H 4.24363 6.85305 1.56331
58 C 7.60793 2.73392 -1.46842
59 Cl 6.88627 3.35638 0.01125
60 Cl 6.62787 3.20808 -2.86102
61 Cl 9.26875 3.30292 -1.64964
62 H 7.62279 1.65439 -1.41478
63 C 6.77870 0.78124 -6.25531
64 Cl 8.07035 0.26568 -7.34163
65 Cl 6.25162 2.42127 -6.64587
66 Cl 5.41905 -0.34404 -6.32657
67 H 7.16625 0.78014 -5.24598
68 C -4.93462 4.84348 4.01890
69 Cl -6.68518 4.76828 3.78408
70 Cl -4.48298 4.04787 5.53050
71 Cl -4.06532 4.13923 2.65720
72 H -4.63427 5.88542 4.07452
73 C -5.94299 -5.39064 3.31041
74 Cl -6.81990 -4.62180 4.63017
75 Cl -6.67624 -4.98407 1.75136
76 Cl -4.23569 -4.92292 3.34344
77 H -6.00214 -6.46292 3.44080
78 C -2.25280 8.40147 -0.48388
79 Cl -3.58829 7.37625 0.04522
80 Cl -2.34180 9.98702 0.29072
81 Cl -0.71087 7.62158 -0.12513
82 H -2.32623 8.54026 -1.55413
83 C -7.85499 6.31147 -0.80301
84 Cl -9.61270 6.26511 -0.95910
85 Cl -7.34527 5.54140 0.70472
86 Cl -7.09251 5.53544 -2.19625
87 H -7.54473 7.34771 -0.77712
88 C -2.31690 8.63412 2.73758
89 Cl -3.60240 7.66525 3.47527
90 Cl -2.46999 10.32860 3.20095
91 Cl -0.73049 8.00122 3.18349
92 H -2.41965 8.56524 1.66258
93 C 5.22056 -6.80183 1.02031
94 Cl 3.90685 -5.65612 0.71903
95 Cl 5.40836 -7.90058 -0.34894
96 Cl 6.72880 -5.94289 1.34363
97 H 4.96922 -7.38772 1.89406

These are the Löwdin partial charges, in e, on atoms 1 to 6: 0.062 -0.350 -0.215 -0.016 -0.189 -0.412

[4]
ORCA calculation (ωB97M-V/def2-TZVPD) on a molecular structure, C19H28F9N2O4P3Ti.

- 2S+1 = 4
- orbital gap (alpha / beta) (eV) = 6.1 / 7.9
- energy above the lowest of the compared OMol25 structures with the same formula, charge and spin (eV) = 1.824
- HOMO (alpha / beta) (eV) = -3.6 / -6.2
- charge = -1
- ⟨S²⟩ = 3.790

Geometry (Å):
1 Ti -0.97059 0.25153 -0.54591
2 C -0.38210 2.61676 2.98139
3 C 0.07913 1.72907 1.86947
4 O -0.85776 1.36738 1.01187
5 C 1.40793 1.30548 1.74151
6 C 1.89856 0.72952 0.58681
7 C 3.22226 0.07335 0.39936
8 N 1.07543 0.87930 -0.55567
9 N 1.38210 1.93683 -1.28369
10 C 0.31103 2.36081 -1.96171
11 O -0.84018 1.85194 -1.78299
12 C 0.47116 3.48376 -2.90548
13 C 1.71206 4.08098 -3.11682
14 C 1.83203 5.12684 -4.01653
15 C 0.71695 5.58346 -4.70889
16 C -0.52010 4.98961 -4.49832
17 C -0.64529 3.94207 -3.59962
18 H -1.31370 2.24615 3.41347
19 H -0.59685 3.61470 2.58635
20 H 0.37659 2.70964 3.75905
21 H 2.07475 1.44035 2.58766
22 H 3.82848 0.15929 1.30236
23 H 3.74940 0.54892 -0.43337
24 H 3.09807 -0.98541 0.15018
25 H 2.56845 3.71205 -2.56957
26 H 2.79834 5.58748 -4.18047
27 H 0.81374 6.40120 -5.41250
28 H -1.39046 5.34197 -5.03708
29 H -1.59825 3.46225 -3.42140
30 C -0.33921 -0.62921 4.20041
31 P -0.42204 -1.39908 2.51776
32 C -2.02411 -2.23492 2.61586
33 C 0.83992 -2.70774 2.70659
34 C 0.72852 -3.88530 1.72898
35 P 1.69131 -3.65349 0.14767
36 C 2.66917 -5.22771 0.19503
37 C 0.42059 -4.17618 -1.06596
38 H -1.14007 0.10337 4.28048
39 H 0.61714 -0.12395 4.32676
40 H -0.46258 -1.38465 4.98278
41 H -2.02162 -2.93362 3.45621
42 H -2.24993 -2.74590 1.68505
43 H -2.79099 -1.47447 2.76593
44 H 0.74413 -3.05738 3.73942
45 H 1.81847 -2.22486 2.62127
46 H -0.31564 -4.07830 1.47379
47 H 1.10225 -4.78532 2.22282
48 H 3.19985 -5.34028 -0.75190
49 H 2.03255 -6.10318 0.34778
50 H 3.41275 -5.18313 0.99241
51 H 0.03138 -5.16906 -0.82315
52 H 0.85844 -4.19205 -2.06377
53 H -0.39298 -3.45431 -1.07728
54 F -1.03436 -1.82118 -2.83969
55 C -0.21577 -0.80347 -2.42264
56 F -0.07304 -0.01762 -3.53862
57 F 1.01619 -1.40240 -2.28333
58 O -0.30728 -1.38781 0.45252
59 O -1.63634 -1.45770 -0.05361
60 F -2.97011 0.35753 -1.26765
61 P -4.34040 0.93504 -0.39252
62 F -3.61764 0.42494 0.96462
63 F -3.57857 2.33873 -0.24913
64 F -4.98672 -0.51829 -0.57898
65 F -5.60880 1.46955 0.42134
66 F -4.95565 1.39609 -1.79669

These are the natural (NBO) partial charges, in e, on atoms 1 to 6: 1.549 -0.664 0.371 -0.703 -0.376 0.169